Computed, not measured: C5H8N2 in the gas phase, with wB97M-V/def2-TZVPD.

Last column: Mulliken charge in e.
Positions of all 15 atoms, in Å:
1 C -0.915 1.146 0.086  -1.397
2 C -0.332 -0.220 -0.210  1.294
3 C 1.029 -0.189 -0.827  -0.870
4 C 1.901 0.705 -0.464  0.357
5 N 2.771 1.351 0.124  -0.662
6 C -0.750 -1.366 0.650  -0.647
7 N -1.179 -1.273 -0.743  -0.668
8 H -0.279 1.714 0.779  0.355
9 H -1.012 1.722 -0.842  0.320
10 H -1.901 1.055 0.549  0.403
11 H 1.373 -1.010 -1.438  0.408
12 H 2.960 0.661 0.852  0.288
13 H -1.480 -1.170 1.441  0.266
14 H -0.045 -2.168 0.870  0.270
15 H -2.141 -0.958 -0.827  0.282

Results
* calculated total energy: -8292.21102 eV
* HOMO: -8.8 eV
* gap between HOMO and LUMO: 9.692 eV
* energy relative to the best compared isomer or geometry (same formula, charge and spin): 64.23 kcal per mole
* lowest unoccupied orbital energy: 0.8439 eV
* multiplicity: 1